[1]
The following is a DFT calculation (ωB97M-V/def2-TZVPD) of a structure of composition C4H9NO.

Computed properties:
ΔE to the lowest compared entry with this formula, charge and spin	135.1	kcal/mol
E_LUMO (spin up / spin down)	0.91 / 0.91	eV
HOMO level (spin up / spin down)	-6.756 / -6.757	eV
2S+1	1
total charge	0

XYZ file:
```
15
C4H9NO (ωB97M-V/def2-TZVPD)
H -0.730 2.413 0.921
H 1.111 -0.989 -1.351
N -0.212 0.491 0.308
H 0.086 -1.555 1.482
C 1.236 -0.402 -0.441
C -0.174 1.931 0.112
H 0.864 2.272 0.171
C -1.294 -0.115 -0.108
O -1.321 -1.414 -0.018
H 1.975 -0.832 0.228
H 1.576 0.599 -0.741
H -2.132 0.335 -0.636
H -0.229 -3.042 0.422
H -0.589 2.264 -0.852
C -0.167 -1.958 0.503
```



[2]
The following is a DFT calculation (ωB97M-V/def2-TZVPD) of a structure of composition C34H42MnNO4.

Computed properties:
E_LUMO (spin up / spin down)	-1.59 / -1.54	eV
HOMO level (spin up / spin down)	-6.648 / -6.648	eV
2S+1	5
total charge	0

XYZ file:
```
82
C34H42MnNO4 (ωB97M-V/def2-TZVPD)
C 0.551 -2.383 -1.965
H 6.333 0.422 5.021
C 3.009 -0.306 5.184
H 4.377 -3.292 3.060
C 0.191 -0.803 -7.312
C 1.439 1.206 2.740
C -2.326 -0.423 -1.583
H 5.032 1.626 5.008
C -1.632 0.269 0.547
C -0.007 -2.931 -0.750
H 0.474 -2.494 1.421
H 1.396 -2.463 -6.717
H -1.757 3.630 5.179
C 1.495 -1.582 -7.364
H 3.268 0.971 6.874
C -0.271 1.818 -3.769
N 0.745 -0.968 4.462
H -1.004 -2.550 -6.956
C -1.022 -1.676 -7.621
H -0.617 0.591 -8.849
C 4.862 -1.479 4.146
H -1.962 -1.122 -7.481
H 1.632 3.590 -5.361
C -1.938 -1.130 0.618
H -1.775 1.738 -1.153
C -1.853 0.712 -0.797
H 0.943 1.795 -6.530
C 1.633 3.207 -4.325
C 0.217 3.266 -3.725
C 3.991 -2.438 3.621
H -0.779 1.632 -4.717
C 1.043 1.044 -3.698
H -1.390 0.905 1.393
H -0.850 1.728 -6.717
Mn -0.424 -0.887 -0.881
H -0.717 -3.758 -0.703
H -1.935 -1.730 1.524
H -0.945 1.538 -2.960
O 0.959 0.852 1.633
C 0.614 -2.259 0.372
H -1.365 -0.610 5.993
H 0.313 -2.690 -2.987
H 0.969 0.065 -4.182
H 5.937 -1.527 3.952
H 1.716 -1.912 -8.393
H 1.905 -3.002 3.377
C 1.566 -1.321 -0.140
C 0.026 0.225 4.589
O 0.044 -0.094 -6.039
H 1.585 0.512 6.573
C 2.618 -2.282 3.800
C 0.089 1.167 -6.823
H -0.455 3.946 -4.259
C -1.268 2.670 5.002
C -0.258 2.566 4.035
C 4.379 -0.419 4.908
H -2.815 -2.529 -0.941
H 2.329 -0.951 -7.024
H -0.989 -2.029 -8.666
C -1.657 1.538 5.731
H 2.405 1.695 5.523
H 2.189 -0.859 -2.262
H 2.330 3.813 -3.718
C -2.394 -1.554 -0.687
O 2.074 1.807 -4.337
H 0.259 3.583 -2.676
H -2.606 -0.414 -2.639
C 5.328 0.640 5.393
O 2.620 1.496 3.048
C 0.384 1.347 3.841
C 1.528 -1.386 -1.581
C 2.532 0.767 6.095
C 0.238 0.487 -8.173
H 2.263 -0.726 0.447
H -2.442 1.598 6.489
H 0.055 3.426 3.437
H 5.374 0.698 6.489
H 1.194 0.674 -8.678
C 2.118 -1.163 4.493
H 0.174 -1.806 4.400
H 1.301 0.886 -2.627
C -1.052 0.308 5.485
```



[3]
The following is a DFT calculation (ωB97M-V/def2-TZVPD) of a cluster of 8 separate species, C5H28N2O7 in total.

Computed properties:
ΔE to the lowest compared entry with this formula, charge and spin	36.7	kcal/mol
E_LUMO	0.18	eV
structure (SMILES)	CC[C@H](C)NCN.O.O.O.O.O.O.O
HOMO level	-8.947	eV
2S+1	1
total charge	0

XYZ file:
```
42
C5H28N2O7 (ωB97M-V/def2-TZVPD)
H 0.496 1.486 -2.456
H -4.489 0.715 0.790
H -2.924 -2.437 -0.939
O -1.346 2.710 0.074
H 0.492 2.311 3.555
C -1.847 -2.557 -1.087
H -2.793 3.252 -2.098
H -1.107 -1.848 0.865
H 3.260 -0.182 -0.839
H 2.438 -2.755 -1.891
H 1.027 1.252 2.618
H 1.325 3.263 1.891
H -2.069 4.352 -1.189
O 0.633 0.533 -2.325
H 2.028 -0.275 -2.025
H 0.708 -3.589 2.048
H 3.615 -2.485 -0.657
H -4.513 2.246 0.720
N 2.829 -0.745 -1.560
H 0.877 0.163 0.795
O -3.930 1.483 0.682
C 0.424 -2.921 -0.058
O 0.479 0.019 1.661
H -1.687 -3.629 -1.177
H 2.102 -2.749 0.919
H 1.574 3.127 0.451
H -0.498 2.566 0.562
C -0.761 -1.944 -0.195
H 0.535 -3.653 -0.895
C 0.287 -3.930 1.088
O 0.903 3.534 1.027
H -1.637 -2.277 -2.106
H -1.990 2.085 0.426
H -0.450 -0.932 -0.434
H -0.773 -4.213 1.310
N 1.740 -2.236 0.129
H 0.213 -0.904 1.693
O -2.499 4.172 -2.024
H 0.750 -4.907 0.893
C 2.655 -2.079 -1.034
O 1.341 2.007 3.192
H -0.279 0.274 -2.151
```



[4]
The following is a DFT calculation (ωB97M-V/def2-TZVPD) of the ion C16H23N2 with charge +1.

Computed properties:
ΔE to the lowest compared entry with this formula, charge and spin	355.8	kcal/mol
E_LUMO	-3.72	eV
structure (SMILES)	CCC[C@@H](C)n1c[nH+]c(Cc2ccccc2C)c1
HOMO level	-10.771	eV
2S+1	1
total charge	+1

XYZ file:
```
41
C16H23N2 (ωB97M-V/def2-TZVPD)
C 3.928 1.186 2.896
H -6.425 -0.441 -1.250
H 2.822 0.552 -1.014
H -1.969 3.924 0.557
H -0.894 1.696 -0.587
H 3.947 2.301 3.306
H 4.873 0.571 3.208
C -2.037 1.620 -0.320
C 0.600 -0.575 -1.215
H 2.696 1.567 1.000
H 2.090 -3.282 0.732
C 3.088 -0.576 -0.730
H 3.345 -1.108 1.533
C -5.187 1.687 0.469
H 4.435 -2.240 -1.780
C -4.289 3.020 0.792
H -6.149 -1.159 0.475
H -4.688 3.998 1.297
H 0.522 0.432 -1.814
H 3.347 -1.074 -2.944
H -6.344 1.705 0.733
N -0.130 -2.607 -0.091
H 5.053 -0.735 0.615
C -2.903 0.251 -0.644
H -5.139 -1.821 -1.088
H 4.540 1.840 0.718
C -4.527 0.328 -0.249
C 1.374 -2.568 0.143
C 3.773 1.113 1.246
C -2.293 -1.129 -1.308
H -2.354 -1.093 -2.493
H -2.962 -2.013 -0.934
C 4.017 -1.159 -1.962
C 3.917 -0.462 0.714
H 4.895 -0.368 -2.114
N 1.764 -1.289 -0.565
C -0.746 -1.466 -0.884
C -2.689 2.988 0.383
H 2.982 0.684 3.387
C -5.596 -0.902 -0.527
H -0.688 -3.399 0.310
```



no.,E_tot (eV),F_max (eV Å⁻¹)
1,-7826.463,0.328
2,-76934.574,2.647
3,-22951.115,2.040
4,-19923.946,6.670